Molecular formula: H22N2O12
Method: DFT, ωB97M-V/def2-TZVPD

As for the spin multiplicity: 1. As for the total energy: -27900.22838 eV. The value obtained for the relative energy (zero: lowest compared OMol25 entry of this formula, charge and spin) is 39.7 kcal per mole. The orbital gap is 8.594 eV.

Each line ends with the natural charge from an NBO analysis.
Element x y z (Å)
N -3.352 -1.109 -0.343  -0.914
H -3.045 -2.205 -0.389  0.487
H -4.325 -0.997 -0.066  0.447
H -3.254 -0.691 -1.318  0.476
H -2.617 -0.655 0.215  0.476
N 0.105 -0.140 -0.401  0.725
O -0.180 0.111 0.823  -0.568
O -0.191 -1.112 -1.042  -0.478
O 0.149 0.947 -1.093  -0.548
O -0.493 2.894 1.121  -0.961
H 0.419 3.023 1.501  0.466
H -0.311 1.973 0.819  0.475
O -2.410 1.683 -2.215  -0.951
H -2.475 2.349 -2.746  0.459
H -1.498 1.646 -2.038  0.489
O -0.774 -3.207 -0.280  -0.955
H -0.399 -2.396 -0.547  0.460
H -1.150 -3.565 -0.961  0.438
O 2.369 0.673 2.154  -0.986
H 2.796 -0.210 1.761  0.506
H 1.493 0.729 1.701  0.462
O 0.311 -1.162 -3.747  -0.961
H 0.053 -0.355 -4.221  0.470
H 0.376 -0.987 -2.834  0.477
O 2.633 3.037 -1.259  -0.960
H 2.416 3.008 -0.344  0.479
H 2.259 2.279 -1.772  0.482
O -0.920 0.583 3.369  -0.926
H -1.668 1.066 3.538  0.454
H -0.857 0.756 2.437  0.470
O 1.926 -1.952 2.879  -0.934
H 1.297 -1.289 2.847  0.473
H 1.606 -2.414 3.656  0.461
O 3.102 -0.856 -0.118  -0.991
H 4.036 -0.601 -0.100  0.503
H 2.570 -0.854 -0.987  0.498